Below is a structure of composition C30H46BrN3P2Pd at a distorted geometry, with properties calculated with the ωB97M-V functional and the def2-TZVPD basis.

Element x y z (Å)
N (-4.906095, 3.021619, -4.802990)
C (-4.799854, 3.436957, -3.546257)
C (-3.920812, 2.851405, -2.613387)
C (-3.050874, 1.789695, -3.020115)
C (-3.238167, 1.356090, -4.361579)
C (-4.142535, 2.010981, -5.216403)
C (-2.058849, 1.091910, -2.136529)
Pd (0.222050, -0.118279, -1.727154)
P (2.422155, -0.580946, -1.530312)
C (-0.824626, 1.634673, -1.708024)
C (-0.436518, 1.812289, -0.253789)
C (0.684044, 2.614867, 0.077781)
C (1.299924, 2.473935, 1.303953)
C (0.771297, 1.523327, 2.205201)
C (-0.553224, 1.069794, 2.060640)
C (-1.178932, 1.280406, 0.830028)
Br (1.987721, 0.386081, 2.943507)
H (-2.353616, 0.089798, -1.748357)
H (-0.486452, 2.477037, -2.315141)
H (-3.925649, 3.263656, -1.606518)
H (-2.635946, 0.543345, -4.767197)
H (-5.456094, 4.266976, -3.269405)
H (-4.254207, 1.688941, -6.256959)
H (1.065493, 3.326024, -0.643430)
H (-2.206462, 0.951016, 0.693550)
H (2.251520, 2.950588, 1.489764)
H (-0.984359, 0.367477, 2.777835)
P (-0.927801, -2.142013, -0.953894)
C (3.487572, 0.790063, -0.918765)
C (5.001322, 0.557135, -0.815970)
H (3.064116, 1.060791, 0.066020)
H (3.305083, 1.633605, -1.609133)
H (5.437642, 1.361768, -0.209763)
H (5.273626, -0.371416, -0.306191)
H (5.509495, 0.576754, -1.786802)
C (3.420438, -1.257102, -2.897169)
C (4.589032, -2.176343, -2.548822)
H (3.809591, -0.365091, -3.406054)
H (2.745119, -1.746521, -3.612381)
H (5.028009, -2.536098, -3.484396)
H (5.395428, -1.672167, -2.008684)
H (4.293475, -3.069921, -1.990108)
C (2.539463, -1.786935, -0.151829)
C (3.717367, -1.867030, 0.785400)
H (2.372675, -2.760995, -0.632822)
H (1.673882, -1.508590, 0.472833)
H (3.506155, -2.686532, 1.484366)
H (4.661983, -2.108327, 0.284254)
H (3.805391, -0.965849, 1.409279)
C (-0.212406, -2.872282, 0.582514)
C (-0.817088, -4.112599, 1.220071)
H (-0.106000, -2.057643, 1.310729)
H (0.798018, -3.174428, 0.290930)
H (-1.838642, -3.947216, 1.571182)
H (-0.796303, -4.961401, 0.522833)
H (-0.177880, -4.372642, 2.078556)
C (-0.310205, -3.480316, -2.088331)
C (-0.888205, -3.371419, -3.495366)
H (-0.549380, -4.450068, -1.611950)
H (0.790488, -3.356577, -2.122161)
H (-1.980771, -3.481640, -3.492730)
H (-0.658863, -2.396224, -3.948634)
H (-0.435625, -4.168172, -4.105057)
C (-2.737921, -2.343573, -0.724537)
C (-3.315333, -2.159431, 0.688087)
H (-2.991135, -3.347052, -1.103473)
H (-3.228692, -1.632664, -1.399023)
H (-4.242401, -1.571434, 0.644262)
H (-3.583181, -3.127490, 1.131739)
H (-2.636540, -1.646995, 1.381812)
N (-0.993331, 0.921485, 5.584323)
C (-0.923587, 2.268748, 5.478976)
C (-1.565203, 3.090289, 6.444858)
C (-1.307111, 4.458002, 6.410625)
C (-0.487862, 4.958369, 5.384558)
C (0.021248, 4.068113, 4.427756)
N (-0.189825, 2.757238, 4.471826)
H (-0.513464, 0.312526, 4.925709)
H (-1.620064, 0.506926, 6.254096)
H (-2.196353, 2.598856, 7.185510)
H (-1.713334, 5.121455, 7.174404)
H (-0.253884, 6.016556, 5.286085)
H (0.660856, 4.413881, 3.611769)

Forces on the atoms, in the same order (eV/Å):
-0.117 0.129 -0.509
0.571 -0.773 0.323
0.574 -0.298 -0.397
-0.529 -0.092 -1.695
-0.072 0.566 0.091
0.346 -0.320 0.964
0.905 -0.349 0.964
-0.560 -1.435 -0.296
0.450 0.928 0.288
-2.362 2.610 0.634
-0.198 0.065 -0.290
-0.663 -0.275 -0.028
-0.647 -0.581 0.326
-1.281 0.516 -2.000
0.949 -0.014 -0.733
0.407 -0.229 -0.221
1.040 -0.700 1.821
-0.248 1.312 0.332
-0.122 0.115 0.122
0.264 -0.245 -0.088
-0.071 0.160 0.214
0.268 -0.267 0.086
0.018 0.146 0.358
0.221 -0.258 -0.204
0.231 -0.173 -0.205
0.089 -0.050 0.095
0.051 0.424 -0.143
1.183 0.044 0.191
0.176 0.089 -0.121
0.285 0.291 0.413
0.200 -0.031 -0.451
-0.050 -0.202 0.407
0.018 -0.033 -0.183
-0.134 0.327 -0.231
-0.214 -0.014 0.104
0.257 -0.089 -0.235
0.322 -0.285 -0.397
-0.130 -0.117 -0.081
0.136 0.071 0.201
0.040 -0.056 0.056
-0.301 -0.110 -0.029
-0.069 0.187 0.023
-0.108 0.397 -0.106
0.432 -0.448 0.481
-0.130 0.142 0.275
0.465 -0.278 -0.474
0.149 0.047 0.022
-0.202 0.110 0.239
0.219 -0.226 -0.459
0.048 -0.102 0.160
-0.070 -0.106 0.190
-0.011 -0.207 0.031
-0.448 0.263 0.139
0.285 -0.250 0.001
-0.137 0.156 0.212
-0.351 -0.112 -0.168
-0.635 0.030 0.296
0.190 -0.249 -0.118
0.175 0.201 -0.428
-0.564 -0.060 0.123
0.240 -0.097 -0.053
0.038 -0.228 0.152
-0.358 0.296 -0.089
-0.458 -0.711 -0.532
-0.273 0.074 0.210
-0.126 0.220 0.097
0.114 -0.213 0.011
0.265 -0.100 0.011
0.096 0.344 -0.091
-0.072 -0.073 -0.187
-0.163 -1.168 -0.106
0.053 1.094 0.101
0.392 0.077 -0.404
0.146 -0.523 -0.393
0.132 -0.123 -0.429
-0.347 0.347 0.788
-0.024 -0.027 0.754
-0.220 0.529 0.363
0.183 0.009 -0.152
0.165 0.368 -0.013
0.026 -0.168 -0.252
-0.105 -0.224 0.179
-0.245 0.005 0.143

## Properties
Kohn-Sham gap in eV: 6.4
Relative energy (zero: lowest compared OMol25 entry of this formula, charge and spin) in eV: 0.000
Lowest unoccupied orbital energy in eV: -0.03
HOMO level in eV: -6.4184
Calculated total energy in a.u.: -4719.49836